Here is a cluster of 4 separate species, C19H21N6O7S in total at a distorted geometry from the OMol25 dataset. Energies are from wB97M-V/def2-TZVPD.

The geometry in XYZ format:
```
54
Properties=species:S:1:pos:R:3:forces:R:3
H -3.094 -4.173 -3.828 0.182 0.026 -0.654
C 2.401 3.143 2.230 0.127 -0.104 0.140
O 4.989 -2.171 2.254 0.162 0.004 0.024
H 1.427 -2.699 -2.064 -0.024 -0.005 -0.052
N -4.237 -2.087 -2.189 -1.273 -0.650 -1.451
H -4.074 1.366 0.048 0.046 -0.056 -0.062
H -3.556 2.767 4.050 0.015 0.039 0.015
H -3.694 -1.896 -1.346 -0.322 0.790 0.157
C -3.942 2.153 2.035 0.036 0.007 0.097
N -3.321 -1.186 -4.071 0.392 -0.413 0.471
N 3.879 -2.258 1.779 0.004 0.025 0.051
C 1.103 4.293 0.546 -0.095 0.073 -0.168
H 0.214 4.837 0.267 -0.058 0.012 0.097
H 1.985 4.397 -1.398 -0.006 0.025 -0.021
C 2.408 -2.667 -1.612 0.068 0.008 -0.058
C 3.240 3.347 -0.011 -0.004 -0.002 -0.018
C -1.624 0.627 2.291 0.161 -0.079 0.082
H -2.378 -4.342 -1.368 -0.137 -0.008 -0.041
H -0.725 0.037 2.381 0.008 -0.048 -0.076
C 4.921 -2.566 -0.431 0.195 -0.012 -0.055
C 3.771 -2.451 0.325 0.006 -0.019 -0.129
O -0.781 4.675 2.457 -0.147 0.027 -0.102
H -1.500 1.427 4.268 0.048 0.009 0.007
S -1.553 -3.656 -2.181 0.325 -0.267 0.013
H 2.513 2.801 3.248 -0.091 0.031 0.052
O -5.120 -3.172 -1.969 0.904 -0.355 0.949
C -2.366 0.623 1.121 -0.070 0.128 0.057
C 2.098 4.044 -0.383 0.083 -0.070 0.026
H 4.282 2.361 1.585 0.027 -0.013 0.021
O -2.576 -0.191 -1.033 -0.131 -0.116 0.010
C 4.804 -2.735 -1.801 -0.094 0.003 -0.031
O -0.944 -0.901 0.160 0.171 -0.164 0.004
O 0.395 3.692 3.960 0.003 -0.123 0.142
N -1.925 -0.215 0.014 0.102 0.118 -0.028
N 0.214 4.087 2.827 0.007 0.049 0.030
H 5.694 -2.826 -2.407 0.035 -0.005 -0.005
C -3.219 2.163 3.220 0.009 0.011 -0.007
C -2.061 1.406 3.346 -0.072 0.070 0.047
H 1.630 -2.411 0.371 0.044 0.036 0.095
H -2.413 -0.798 -4.281 0.139 -0.483 -1.015
H 3.463 -2.908 -3.464 0.007 -0.014 -0.023
H -5.307 -3.604 -2.808 -0.095 0.153 -0.261
H 4.015 3.153 -0.740 0.020 0.011 -0.009
C -3.400 -2.236 -3.260 0.147 0.278 -0.252
C 1.271 3.834 1.838 0.088 -0.031 -0.091
H -4.152 -0.772 -4.462 -0.174 0.857 0.909
H -4.840 2.747 1.941 -0.020 0.024 -0.014
O 2.847 -2.188 2.414 -0.148 0.012 0.060
N -2.595 -3.340 -3.538 -0.141 0.131 1.146
C 3.392 2.900 1.294 -0.027 0.009 -0.100
C 2.514 -2.502 -0.242 -0.277 0.001 -0.019
C -3.517 1.379 0.972 -0.144 0.041 -0.096
H 5.892 -2.527 0.038 -0.019 0.018 0.107
C 3.550 -2.783 -2.393 0.010 0.008 0.028
```
Positions in Å, forces in eV/Å.

Lowest unoccupied orbital energy in eV: -5.553
Charge: +1
DFT total energy in hartree: -1989.379892
Highest occupied orbital energy in hartree: -0.4356

Mulliken atomic charge list, values in e, 6 entries: H 0.355; C -0.358; O -0.597; H 0.278; N -0.039; H 0.462